Record 1
{"formula": "C6H10ClN2", "method": "ωB97M-V/def2-TZVPD", "species": ["C", "C", "C", "C", "C", "C", "N", "N", "Cl", "H", "H", "H", "H", "H", "H", "H", "H", "H", "H"], "positions_angstrom": [[-0.155, -1.682, 0.126], [-2.337, -1.323, -0.095], [-0.043, -0.318, 0.235], [-1.858, -0.088, 0.194], [2.320, 0.402, 0.281], [0.877, 0.744, 0.423], [-1.345, -2.251, -0.085], [0.364, 1.829, -0.528], [-2.833, 1.319, 0.138], [0.609, -2.414, -0.025], [-3.273, -1.695, -0.364], [2.667, 0.353, -0.736], [2.962, 1.163, 0.720], [2.740, -0.558, 0.747], [0.680, 1.263, 1.397], [-1.535, -3.187, -0.323], [-0.755, 2.007, -0.223], [0.065, 1.712, -1.505], [0.850, 2.725, -0.379]], "forces_ev_per_angstrom": [[3.1, 0.4, -0.6], [-1.7, -6.2, -1.5], [-5.4, -2.8, -0.8], [4.4, 5.8, 2.6], [2.4, -0.7, 0.5], [-0.5, 0.2, 0.9], [-1.9, 2.7, 0.6], [-3.9, 2.3, 0.9], [0.8, -0.5, -0.4], [1.0, 0.1, 0.3], [-1.5, 0.1, -0.3], [-0.3, -0.1, -0.7], [-0.1, 0.3, 0.2], [-1.4, 1.2, -0.4], [0.3, -0.2, -0.4], [0.2, -1.1, -0.2], [3.3, -0.3, -0.1], [1.5, -0.8, -0.3], [-0.2, -0.3, -0.3]], "e_lumo_ev": [-3.1, -5.8], "spin_multiplicity": 3, "charge": 1, "orbital_gap_ev": [5.1043, 7.1395], "e_above_lowest_kcal_mol": 44.6}

=====

Record 2
{"formula": "C6H10F3O", "method": "ωB97M-V/def2-TZVPD", "species": ["C", "C", "C", "C", "C", "C", "O", "F", "F", "F", "H", "H", "H", "H", "H", "H", "H", "H", "H", "H"], "positions_angstrom": [[-1.101, 1.520, 0.840], [-1.514, 0.150, 0.940], [-0.395, 1.751, -0.610], [-0.308, -0.817, 0.799], [0.887, 0.830, -0.639], [1.739, -2.402, -1.062], [0.230, -0.491, -0.427], [0.703, -3.084, -1.351], [2.394, -1.723, -1.904], [2.281, -2.634, 0.089], [-1.979, 2.196, 0.989], [-0.398, 1.688, 1.669], [-2.115, -0.113, 1.750], [-2.141, -0.131, 0.148], [-1.119, 1.488, -1.319], [0.016, 2.664, -1.018], [0.466, -0.604, 1.683], [-0.696, -1.832, 0.806], [1.399, 0.638, -1.578], [1.653, 0.906, 0.196]], "forces_ev_per_angstrom": [[1.0, 3.5, -0.9], [0.9, -2.8, -0.5], [2.3, -0.2, 2.1], [-0.1, 2.1, 3.1], [-2.0, -1.7, 1.5], [-0.9, 0.8, 2.0], [2.9, -2.4, -2.3], [1.8, 0.9, -0.2], [-0.9, -1.1, 0.7], [-0.9, 0.4, -2.2], [0.9, -0.3, -0.3], [0.0, 0.5, -0.3], [-0.6, -0.1, 2.0], [-1.0, -0.3, -1.6], [-0.7, -1.0, -1.3], [-0.5, 1.2, 1.0], [-1.4, -0.7, -1.7], [0.4, -0.2, -0.1], [-0.1, 0.8, -0.2], [-1.0, 0.6, -0.9]], "e_lumo_ev": [-6.5, -6.5], "charge": 1, "orbital_gap_ev": [7.1972, 7.1981], "e_above_lowest_kcal_mol": 37.1}

=====

Record 3
{"formula": "C6H10HgLiO3", "method": "ωB97M-V/def2-TZVPD", "species": ["C", "C", "C", "C", "O", "O", "Li", "Hg", "H", "H", "H", "H", "C", "C", "O", "H", "H", "H", "H", "H", "H"], "positions_angstrom": [[0.199, -0.137, 3.149], [-0.061, 0.245, 1.869], [0.777, 1.251, 1.122], [-0.079, 2.462, 1.035], [-0.705, 2.793, 0.033], [-0.440, -1.030, 3.836], [-1.745, -2.177, 3.665], [-0.748, 1.985, -2.201], [1.092, 0.308, 3.634], [-0.925, -0.175, 1.343], [1.694, 1.483, 1.683], [-0.216, 3.037, 1.973], [-0.426, -1.765, -2.160], [0.444, -0.999, -3.158], [0.445, 0.358, -2.930], [-0.364, -2.854, -2.314], [-0.108, -1.542, -1.129], [-1.479, -1.455, -2.254], [0.103, -1.274, -4.184], [1.476, -1.417, -3.096], [1.067, 0.904, 0.085]], "forces_ev_per_angstrom": [[0.4, 0.2, -0.7], [-0.1, -0.2, 0.5], [0.6, -0.4, -0.8], [-0.4, 0.2, -0.7], [0.3, 0.3, 1.5], [-0.8, -0.5, 0.1], [0.6, 0.5, 0.1], [-0.3, -0.6, -0.9], [-0.3, -0.1, -0.1], [0.2, 0.1, 0.1], [-0.2, -0.1, -0.1], [0.0, -0.1, -0.2], [-0.2, -0.1, 0.2], [-0.6, -0.8, -0.1], [1.0, 0.4, -0.1], [0.0, 0.3, 0.0], [0.0, -0.1, -0.2], [0.3, -0.1, 0.0], [0.0, 0.3, 0.3], [-0.2, 0.4, 0.1], [-0.3, 0.3, 1.0]], "e_lumo_ev": [-1.2, -1.2], "spin_multiplicity": 2, "orbital_gap_ev": [5.8835, 6.5283], "e_above_lowest_kcal_mol": 37.6}

=====

| no. | molecular weight (g/mol) |
| --- | --- |
| 1 | 145.6 |
| 2 | 155.1 |
| 3 | 337.7 |